[1]
Here is the molecule C19H20N2O3 from the OMol25 dataset. Energies are from ωB97M-V with the def2-TZVPD basis set.

Computed properties:
Orbital gap ... 8.9866 eV
Energy relative to the best compared isomer or geometry (same formula, charge and spin) ... 0.238 eV
SMILES ... CC(=O)c1cccc(NC(=O)CCNC(=O)c2cccc(C)c2)c1
Strongest force on any atom ... 0.80 eV Å⁻¹
LUMO level ... 0.47 eV

Structure (ORCA input):
```
! RIJCOSX wB97M-V def2-TZVPD def2/J DEFGRID3
* xyz 0 1
C 1.20 3.97 3.50
C 1.99 2.69 3.60
O 2.60 2.39 4.61
C 2.00 1.81 2.40
C 2.79 0.66 2.44
C 2.84 -0.19 1.35
C 2.09 0.09 0.22
C 1.29 1.23 0.17
N 0.57 1.46 -1.01
C -0.45 2.32 -1.20
O -0.87 3.10 -0.36
C -1.08 2.32 -2.59
C -1.02 1.03 -3.41
N -1.56 -0.11 -2.70
C -0.78 -1.10 -2.21
O 0.44 -1.06 -2.32
C -1.49 -2.21 -1.53
C -2.74 -2.66 -1.94
C -3.34 -3.71 -1.26
C -2.71 -4.29 -0.17
C -1.46 -3.85 0.25
C -0.77 -4.48 1.41
C -0.86 -2.81 -0.44
C 1.25 2.09 1.26
H 0.15 3.76 3.33
H 1.30 4.53 4.44
H 1.57 4.58 2.68
H 3.36 0.46 3.33
H 3.45 -1.07 1.38
H 2.12 -0.57 -0.63
H 0.76 0.76 -1.72
H -0.58 3.11 -3.16
H -2.11 2.63 -2.46
H -1.58 1.17 -4.33
H 0.01 0.77 -3.68
H -2.55 -0.12 -2.51
H -3.23 -2.23 -2.80
H -4.31 -4.07 -1.58
H -3.20 -5.10 0.35
H -0.37 -3.72 2.08
H 0.07 -5.08 1.06
H -1.44 -5.13 1.97
H 0.11 -2.45 -0.14
H 0.62 2.97 1.21
*
```

[2]
Here is a cluster of 2 separate species, C9H11Cl2OP in total at a distorted geometry from the OMol25 dataset. Energies are from ωB97M-V with the def2-TZVPD basis set.

Computed properties:
Orbital gap ... 8.9673 eV
Energy relative to the best compared isomer or geometry (same formula, charge and spin) ... 0.000 eV
SMILES ... C=C(C)c1ccccc1.OP(Cl)Cl
Strongest force on any atom ... 3.47 eV Å⁻¹
LUMO level ... 0.52 eV

Structure (ORCA input):
```
! RIJCOSX wB97M-V def2-TZVPD def2/J DEFGRID3
* xyz 0 1
C -0.46 2.02 -0.52
C 0.26 1.24 0.25
C 0.25 1.44 1.75
C 1.05 0.08 -0.13
C 0.68 -0.61 -1.28
C 1.38 -1.64 -1.82
C 2.44 -2.08 -1.09
C 2.86 -1.40 0.07
C 2.21 -0.33 0.53
H -0.91 3.08 -0.20
H -0.48 1.76 -1.61
H 1.25 1.16 2.20
H -0.24 2.39 1.84
H -0.48 0.79 2.18
H -0.35 -0.39 -1.62
H 0.98 -2.29 -2.63
H 2.97 -2.95 -1.42
H 3.79 -1.65 0.44
H 2.68 0.25 1.38
O -4.80 0.60 0.70
P -3.33 0.46 0.18
Cl -2.70 -1.11 1.24
Cl -3.74 -0.62 -1.51
H -5.32 -0.20 1.04
*
```

Question: The lowest LUMO level belongs to which entry?
Answer: C19H20N2O3